[1]
91
Properties=species:S:1:pos:R:3:forces:R:3:lowdin_charge:R:1 method="wB97M-V/def2-TZVPD" orbital_gap_ev="6.32 / 7.35" total_charge=0 de_lowest_kcal_mol=24.0 homo_ev="-6.53 / -7.56" spin_multiplicity=3 s2=2.055
V -0.731 -0.856 0.184 -2.6 0.7 0.3 0.8367
N -3.542 -0.586 0.336 -0.1 -0.4 -0.2 -0.0065
C -3.784 -0.140 1.691 0.0 0.1 0.1 -0.2608
C -3.021 -1.028 2.655 -0.1 0.0 0.1 -0.1942
N -1.576 -0.987 2.415 0.4 -0.3 -0.2 -0.0888
C -0.813 -0.229 3.418 0.0 -0.1 0.1 -0.1927
C -0.553 1.213 3.027 -0.1 0.1 0.1 -0.2519
N 0.373 1.270 1.907 0.1 0.1 -0.2 0.0206
H -3.910 0.057 -0.354 0.1 0.0 0.0 0.0886
H -3.922 -1.509 0.158 0.0 0.1 0.1 0.0794
H -4.841 -0.119 1.996 0.0 0.0 -0.1 0.1124
H -3.400 0.881 1.761 -0.1 0.0 0.1 0.0905
H -3.356 -2.065 2.554 -0.1 0.1 -0.1 0.1239
H -3.251 -0.715 3.682 0.0 -0.1 -0.1 0.1153
H -1.204 -1.937 2.402 -0.2 0.2 0.1 0.0844
H 0.145 -0.740 3.564 0.0 0.1 0.0 0.1118
H -1.335 -0.250 4.385 0.1 0.0 -0.1 0.1163
H -0.201 1.758 3.915 0.0 -0.1 0.0 0.1137
H -1.494 1.677 2.715 0.0 0.0 0.0 0.0932
H 1.266 0.855 2.156 0.0 0.0 0.0 0.0686
H 0.552 2.231 1.631 0.0 -0.1 0.0 0.0841
C 0.772 4.353 -5.010 0.0 0.1 0.0 -0.0446
C -0.302 4.859 -4.063 -0.2 -0.1 0.1 -0.2999
C 0.085 6.189 -3.439 0.1 0.0 -0.1 -0.1486
C -1.039 6.712 -2.567 -0.1 0.0 0.0 -0.1302
C -1.441 5.682 -1.549 0.0 -0.2 0.0 -0.1316
C -2.039 6.052 -0.367 0.0 -0.1 0.1 0.0513
C -2.402 5.090 0.574 -0.1 0.1 0.1 -0.2465
F -2.996 5.508 1.719 0.2 -0.1 -0.3 0.0593
C -2.171 3.762 0.369 0.0 0.1 0.0 0.0690
C -1.553 3.357 -0.824 0.0 0.0 0.0 -0.0355
C -1.289 1.928 -1.036 -0.2 0.1 0.3 -0.2778
O -1.652 1.105 -0.167 0.4 0.2 -0.1 -0.0871
C -0.655 1.590 -2.252 0.1 0.2 -0.4 -0.0124
C -0.372 2.575 -3.158 -0.1 -0.2 0.2 0.0404
N -0.594 3.886 -2.974 0.0 0.1 0.0 0.0328
C -1.195 4.309 -1.786 0.0 0.1 -0.1 -0.0647
C -0.282 0.176 -2.639 0.2 -0.1 0.2 -0.5737
O -0.096 -0.084 -3.819 0.0 0.2 -0.1 0.0515
O -0.126 -0.633 -1.663 0.1 -0.1 -0.6 -0.1258
H 1.053 5.172 -5.669 0.0 0.0 0.0 0.0874
H 0.441 3.531 -5.639 0.0 0.0 0.0 0.0836
H 1.660 4.035 -4.465 0.0 0.0 0.0 0.0999
H -1.237 4.995 -4.622 0.1 0.0 0.0 0.1605
H 0.312 6.894 -4.240 0.0 0.0 0.0 0.1231
H 0.997 6.053 -2.851 0.0 0.0 0.0 0.1370
H -1.900 6.958 -3.196 0.0 0.0 0.0 0.1307
H -0.748 7.631 -2.057 0.0 0.0 0.0 0.1225
H -2.229 7.095 -0.154 0.0 0.1 0.0 0.1321
H -2.460 3.018 1.096 0.0 0.0 0.0 0.1120
H 0.057 2.264 -4.097 0.0 0.0 0.0 0.1280
C 1.572 -3.648 -1.264 0.1 0.0 0.0 -0.2057
Ge -0.359 -3.915 -1.421 0.1 0.0 -0.1 0.7261
C -0.825 -3.718 -3.307 0.0 0.0 0.0 -0.2115
C -0.677 -5.803 -0.953 0.0 0.0 0.0 -0.2273
C -1.484 -2.758 -0.349 -0.1 0.2 0.1 -0.3836
H 2.062 -4.190 -2.071 0.1 -0.1 0.0 0.0197
H 1.954 -4.029 -0.316 0.0 0.0 0.0 0.0101
H 1.828 -2.594 -1.344 0.0 0.0 -0.1 0.0097
H -0.189 -4.351 -3.923 0.0 -0.1 -0.1 0.0142
H -0.699 -2.684 -3.625 0.0 0.0 0.0 0.0011
H -1.862 -4.015 -3.468 -0.1 0.0 0.0 0.0138
H -0.091 -6.458 -1.596 0.1 -0.1 -0.1 0.0115
H -1.729 -6.052 -1.081 -0.1 0.0 0.0 0.0103
H -0.400 -6.016 0.079 0.0 0.0 0.1 -0.0039
H -1.893 -3.324 0.501 0.0 0.0 0.0 -0.0145
H -2.326 -2.533 -1.013 -0.1 0.0 0.0 -0.0162
N 0.714 -1.501 0.876 1.6 -0.5 0.6 -0.0353
C 1.753 -1.916 1.462 0.2 0.1 -0.1 -0.3062
C 1.607 -2.944 2.526 0.1 -0.1 0.1 -0.1811
C 2.331 -2.886 3.714 0.0 0.0 0.0 -0.0533
C 2.097 -3.807 4.724 0.0 0.0 0.0 -0.0813
C 1.142 -4.800 4.555 0.0 0.0 0.0 -0.0907
C 0.420 -4.868 3.371 0.0 0.1 0.0 -0.0690
C 0.650 -3.943 2.364 -0.1 -0.1 0.0 -0.0344
C 3.095 -1.390 1.077 0.0 0.0 0.1 -0.1618
C 4.272 -2.057 1.411 0.0 0.0 0.0 -0.0375
C 5.503 -1.568 1.001 0.0 0.0 0.0 -0.0800
C 5.579 -0.404 0.250 -0.1 0.0 0.0 -0.0923
C 4.410 0.261 -0.099 0.0 0.0 0.0 -0.0791
C 3.181 -0.230 0.306 -0.1 0.0 -0.1 -0.0357
H 3.079 -2.115 3.847 0.0 0.0 0.0 0.1139
H 2.663 -3.749 5.643 0.0 0.0 0.1 0.1009
H 0.963 -5.521 5.342 0.0 0.0 0.0 0.0989
H -0.318 -5.644 3.224 0.0 -0.1 0.0 0.1037
H 0.087 -3.984 1.440 0.0 0.0 0.0 0.0728
H 4.225 -2.976 1.981 0.0 0.0 0.0 0.1092
H 6.406 -2.104 1.261 0.0 0.0 0.0 0.1015
H 6.538 -0.024 -0.070 0.1 0.0 0.0 0.0975
H 4.455 1.157 -0.703 0.0 0.0 0.0 0.0997
H 2.261 0.257 -0.001 0.0 0.0 0.0 0.0986


[2]
105
Properties=species:S:1:pos:R:3:forces:R:3:lowdin_charge:R:1 method="wB97M-V/def2-TZVPD" orbital_gap_ev=7.25 total_charge=+4 homo_ev=-19.18
In 1.069 1.112 0.128 0.7 0.1 0.9 0.4294
C -4.491 3.694 0.507 -0.3 -0.1 0.0 -0.0118
C -3.018 3.835 0.359 0.5 0.0 0.0 -0.2133
C -2.413 5.085 0.202 0.1 -0.4 0.0 0.0492
C -1.033 5.181 0.108 0.3 0.0 0.0 -0.0357
C -0.304 4.011 0.174 -0.3 0.2 0.1 -0.6876
Br 1.595 4.035 0.154 0.1 -0.1 -0.1 0.9100
N -0.842 2.805 0.303 0.8 -0.2 -0.2 -0.0534
C -2.170 2.726 0.392 -0.4 0.0 0.0 -0.0817
H -4.960 4.662 0.663 0.0 0.0 0.0 0.1007
H -4.734 3.050 1.350 -0.1 0.0 0.0 0.0977
H -4.933 3.253 -0.386 0.0 0.0 -0.1 0.0970
H -3.006 5.988 0.175 -0.1 0.0 0.0 0.1461
H -0.551 6.141 0.009 0.1 0.0 0.0 0.1312
H -2.561 1.722 0.509 -0.1 0.0 0.0 0.1244
C -0.051 -0.069 4.046 0.0 0.0 -0.3 -0.2311
As 1.133 1.025 2.917 0.2 0.1 -0.1 1.1336
C 1.065 2.731 3.859 -0.1 0.1 -0.1 -0.2329
C 2.947 0.395 3.282 -0.3 0.0 -0.1 -0.4310
C 3.196 0.075 4.616 -0.2 0.0 0.1 -0.0990
C 4.464 -0.279 5.045 0.0 0.0 -0.1 -0.0161
C 5.502 -0.339 4.128 -0.1 0.0 0.1 -0.0124
C 5.258 -0.052 2.796 0.1 0.0 -0.3 -0.0913
C 3.993 0.328 2.351 -0.1 0.0 -0.2 -0.4203
As 3.873 0.812 0.457 0.0 0.1 0.3 1.1141
C 5.005 2.398 0.419 0.0 0.1 -0.1 -0.2411
C 5.049 -0.479 -0.442 -0.1 0.0 -0.1 -0.2268
H -0.073 0.368 5.050 0.1 0.0 -0.2 0.0576
H 0.310 -1.097 4.101 0.0 0.1 -0.1 0.0367
H -1.065 -0.056 3.641 0.1 0.0 0.0 0.0280
H 1.460 2.565 4.867 -0.1 -0.1 -0.2 0.0579
H 0.025 3.062 3.932 0.1 -0.1 0.0 0.0520
H 1.663 3.502 3.372 0.0 -0.2 0.0 0.0302
H 2.385 0.121 5.337 0.1 0.0 0.0 0.1094
H 4.640 -0.496 6.087 0.0 0.0 0.1 0.1326
H 6.497 -0.600 4.451 0.1 -0.1 0.0 0.1332
H 6.080 -0.105 2.090 0.0 0.0 0.1 0.1095
H 5.833 2.208 1.109 -0.1 0.0 -0.1 0.0541
H 4.492 3.309 0.729 0.0 -0.1 0.0 0.0181
H 5.398 2.532 -0.591 0.0 0.0 0.1 0.0489
H 6.089 -0.181 -0.267 -0.2 0.0 0.1 0.0566
H 4.881 -0.465 -1.522 -0.1 0.1 0.1 0.0306
H 4.893 -1.495 -0.072 -0.1 0.2 0.0 0.0425
C 2.450 -1.382 -4.134 -0.3 0.2 0.1 -0.0421
C 0.979 -1.020 -4.208 0.3 -1.1 -0.5 -0.2290
O 0.756 0.347 -3.857 0.1 0.9 1.5 -0.2292
P 0.495 1.082 -2.477 -1.4 0.5 -0.7 0.6790
O 0.790 2.578 -2.885 -0.2 -0.6 0.5 -0.2680
C 1.921 2.900 -3.731 0.7 0.4 -0.5 -0.2089
C 3.235 2.629 -3.026 -0.3 0.0 0.0 -0.0680
O -1.065 1.077 -2.158 1.0 -0.3 0.0 -0.3276
C -2.046 1.813 -2.957 -0.6 0.3 -0.4 -0.2212
C -2.229 1.249 -4.349 0.2 0.0 0.2 -0.0396
H 2.613 -2.345 -4.610 0.0 -0.1 0.0 0.1013
H 2.789 -1.441 -3.098 0.1 0.0 0.0 0.0607
H 3.044 -0.646 -4.671 0.1 0.0 0.0 0.0942
H 0.365 -1.676 -3.584 0.0 0.1 -0.1 0.1044
H 0.636 -1.094 -5.244 -0.1 0.0 0.2 0.1458
H 1.804 3.958 -3.972 0.0 -0.2 0.0 0.1457
H 1.843 2.313 -4.648 -0.1 0.2 0.1 0.1272
H 3.365 3.295 -2.171 0.0 -0.1 0.0 0.0485
H 4.050 2.802 -3.724 0.1 -0.1 0.0 0.1086
H 3.267 1.583 -2.688 0.2 0.1 -0.1 0.0504
H -1.741 2.861 -3.001 0.0 -0.1 0.1 0.1255
H -2.964 1.734 -2.371 0.1 0.0 0.0 0.1172
H -1.364 1.462 -4.975 0.0 0.0 -0.1 0.0852
H -3.101 1.713 -4.806 0.0 0.0 0.0 0.1058
H -2.390 0.174 -4.312 -0.1 -0.1 0.0 0.0758
N 2.227 -2.429 1.661 0.0 0.1 0.0 0.0210
C 2.393 -3.630 1.089 -0.2 -0.1 -0.3 -0.0382
C 1.791 -3.576 -0.152 0.0 -0.1 0.1 -0.0304
C 1.285 -2.279 -0.241 0.2 -0.1 0.3 -0.2243
N 1.559 -1.580 0.864 -0.4 0.5 -0.2 -0.0533
H 2.577 -2.137 2.566 -0.1 0.1 -0.2 0.1533
H 2.911 -4.436 1.569 0.1 -0.1 0.2 0.1427
H 1.755 -4.357 -0.883 0.0 -0.2 -0.1 0.1159
H 0.764 -1.801 -1.059 0.0 0.0 -0.1 0.0648
C -4.175 -1.999 2.593 0.1 -0.2 0.0 -0.1144
C -3.665 -3.224 3.333 0.0 -0.1 -0.3 -0.2446
C -2.973 -4.242 2.429 -0.4 0.0 0.2 -0.2641
C -1.802 -3.693 1.627 -0.3 0.4 -0.8 -0.2894
Ge -2.178 -2.479 0.025 1.0 0.2 0.0 1.2629
C -2.379 -2.960 -1.955 0.2 0.2 1.1 -0.2899
C -3.762 -3.358 -2.448 -0.4 0.0 -0.1 -0.2616
C -4.695 -2.166 -2.655 0.1 -0.1 0.2 -0.2391
C -4.843 -1.313 -1.403 0.1 -0.2 -0.2 -0.1103
H -4.791 -1.401 3.259 0.0 0.2 -0.1 0.0949
H -4.800 -2.287 1.746 -0.1 0.0 -0.1 0.0674
H -3.356 -1.357 2.229 0.0 0.1 0.0 0.0299
H -4.513 -3.726 3.803 0.1 0.0 0.1 0.1294
H -2.994 -2.916 4.137 0.0 0.0 0.0 0.1141
H -3.702 -4.703 1.758 0.0 -0.1 0.0 0.1207
H -2.580 -5.040 3.065 0.0 -0.1 -0.1 0.1305
H -1.269 -4.527 1.163 0.1 0.1 -0.2 0.0763
H -1.120 -3.134 2.273 0.0 0.2 -0.2 0.0636
H -1.525 -0.982 0.252 -0.7 -1.0 -0.2 -0.0331
H -1.692 -3.804 -2.059 0.1 0.0 0.1 0.0786
H -1.998 -2.099 -2.512 0.1 0.0 0.1 0.0528
H -4.212 -4.079 -1.760 0.0 0.0 -0.1 0.1207
H -3.644 -3.872 -3.406 0.1 -0.1 0.1 0.1313
H -5.672 -2.558 -2.940 0.0 0.1 -0.1 0.1301
H -4.337 -1.552 -3.485 0.0 0.0 0.0 0.1088
H -5.125 -1.938 -0.552 -0.1 0.0 0.2 0.0675
H -5.632 -0.577 -1.542 0.0 0.1 0.2 0.0955
H -3.914 -0.767 -1.167 -0.1 0.1 0.0 0.0324


[3]
23
Properties=species:S:1:pos:R:3:forces:R:3:lowdin_charge:R:1 method="wB97M-V/def2-TZVPD" orbital_gap_ev=10.83 total_charge=0 de_lowest_kcal_mol=44.8 homo_ev=-9.94 smiles="[H]/N=C(/C)OC.COC(C)=O"
H 0.147 0.199 1.768 1.9 0.5 -0.5 0.0822
N 1.176 0.466 1.617 -1.4 -0.5 1.2 0.1777
C 1.479 0.541 0.419 -1.5 -0.2 -2.1 -0.4399
C 2.827 0.862 -0.125 0.0 0.0 0.0 -0.0215
O 0.462 0.223 -0.590 1.5 0.2 1.5 -0.1842
C 0.315 1.015 -1.746 0.2 0.4 0.0 -0.0847
H 3.521 0.937 0.706 0.0 0.1 0.0 0.0838
H 2.807 1.796 -0.688 0.0 0.0 0.0 0.0820
H 3.147 0.070 -0.801 0.0 0.0 0.0 0.0902
H -0.602 0.670 -2.226 0.1 0.0 0.0 0.0869
H 0.201 2.078 -1.493 0.0 -0.1 0.0 0.0985
H 1.169 0.907 -2.417 0.0 0.0 -0.1 0.0853
C -2.425 0.615 1.142 -0.1 0.0 -0.3 -0.0477
O -1.498 -0.467 1.155 -0.3 -0.7 -0.7 -0.1308
C -1.348 -1.169 -0.040 -1.0 -0.3 1.1 -0.5415
C -0.498 -2.388 0.190 0.2 0.4 -0.2 0.0261
O -2.011 -0.943 -1.013 0.2 0.1 0.0 0.0927
H -2.881 0.668 2.129 0.1 0.0 0.0 0.0934
H -3.191 0.451 0.383 0.0 0.0 0.1 0.0902
H -1.889 1.537 0.905 -0.1 0.0 0.1 0.0939
H -0.048 -2.690 -0.752 0.0 0.0 0.0 0.0928
H 0.273 -2.185 0.926 0.0 0.0 0.1 0.0793
H -1.134 -3.193 0.555 -0.1 0.0 0.0 0.0952


[4]
23
Properties=species:S:1:pos:R:3:forces:R:3:lowdin_charge:R:1 method="wB97M-V/def2-TZVPD" orbital_gap_ev=11.26 total_charge=0 de_lowest_kcal_mol=27.1 homo_ev=-10.43 smiles=CCCCCC.O
C 2.583 1.511 -1.972 0.1 0.7 0.0 -0.1308
C 1.672 0.500 -1.329 0.2 -1.7 0.7 -0.3132
C 0.599 0.986 -0.369 -0.3 0.4 0.2 -0.2291
C -0.219 -0.151 0.317 -0.4 1.6 0.2 -0.2320
C -1.599 0.378 0.841 -0.1 -0.4 -2.0 -0.2458
C -2.470 -0.757 1.375 -0.2 0.6 1.2 -0.1419
H 2.092 2.191 -2.689 0.1 -0.2 0.3 0.0726
H 3.425 1.013 -2.480 -0.3 0.3 0.2 0.0726
H 2.981 2.110 -1.135 0.1 0.1 -0.5 0.0752
H 1.142 -0.169 -2.035 0.5 0.2 0.0 0.1130
H 2.373 -0.121 -0.739 -0.4 -0.3 -0.2 0.1126
H 1.042 1.615 0.427 -0.1 -0.1 -0.4 0.1148
H -0.041 1.638 -0.995 -0.2 -0.1 0.6 0.1122
H -0.425 -0.973 -0.395 0.2 0.6 0.3 0.1092
H 0.273 -0.591 1.206 0.3 0.7 -1.0 0.1029
H -1.526 1.257 1.510 0.0 -0.6 -0.1 0.1163
H -2.145 0.691 -0.069 0.3 0.5 0.3 0.1041
H -3.508 -0.421 1.539 0.4 -0.3 0.0 0.0865
H -2.040 -1.058 2.345 -0.5 -0.1 -0.1 0.0830
H -2.486 -1.637 0.710 -0.4 0.6 -0.1 0.0791
O -0.291 -2.418 1.181 -0.5 -2.9 0.9 -0.1268
H -1.246 -2.229 1.323 1.3 -0.5 0.0 -0.0095
H -0.185 -3.364 1.433 -0.1 0.8 -0.2 0.0751


[5]
19
Properties=species:S:1:pos:R:3:forces:R:3:lowdin_charge:R:1 method="wB97M-V/def2-TZVPD" orbital_gap_ev=9.30 total_charge=0 de_lowest_kcal_mol=113.6 homo_ev=-8.65 smiles="C=C(O)[C@@](N)(O)N(C)O"
C 0.092 -0.914 -2.431 0.0 0.1 0.2 0.0294
C 0.194 -1.240 -1.147 0.9 1.3 1.8 -0.2758
O 0.362 -2.519 -0.748 -0.2 0.2 0.0 0.0191
C 0.302 -0.056 0.239 0.6 -4.2 -4.9 -0.6071
N 0.817 -0.831 1.317 -0.2 0.3 0.3 0.1139
O 1.166 0.938 -0.204 0.3 0.2 0.1 0.0207
N -1.034 0.301 0.384 0.1 3.8 4.4 -0.0893
C -0.858 1.525 1.634 -1.5 -1.7 -1.6 0.0433
O -1.575 0.931 -0.717 0.1 0.3 -0.5 -0.0404
H -0.085 0.101 -2.744 0.0 0.1 0.1 0.0469
H 0.134 -1.667 -3.204 0.0 -0.1 0.0 0.0611
H 0.716 -2.496 0.156 0.0 0.1 0.1 0.0770
H 0.075 -1.120 1.944 0.1 0.1 0.0 0.1033
H 1.536 -0.324 1.818 0.0 0.0 0.0 0.1056
H 1.727 0.522 -0.881 -0.2 0.3 0.1 0.1143
H -0.029 2.230 1.559 0.2 -0.5 -0.5 0.0641
H -1.783 2.079 1.519 -0.1 -0.1 0.2 0.0602
H -0.837 0.970 2.566 0.0 0.1 0.0 0.0505
H -0.921 1.570 -1.060 0.0 -0.2 0.2 0.1034